## 1
Molecular formula: C5H13NP
Method: DFT, ωB97M-V/def2-TZVPD

Last column: Mulliken charge in e.
Geometry (Å):
1 C -2.14 0.06 0.06  -0.3787
2 C 0.65 -0.01 -1.08  -0.5782
3 C 1.56 -0.28 0.06  -0.0481
4 C 1.99 -1.54 0.68  -1.0933
5 C 0.07 2.40 0.27  -1.0099
6 N -2.51 -1.21 -0.21  -0.4721
7 P -0.22 0.54 0.50  0.2596
8 H -2.43 0.33 1.13  0.3400
9 H -2.23 0.83 -0.80  0.3530
10 H 0.95 0.71 -1.80  0.3521
11 H 0.27 -1.01 -1.59  0.2932
12 H 2.21 0.50 0.15  0.4867
13 H 2.98 -1.81 0.21  0.3677
14 H 1.21 -2.30 0.36  0.2584
15 H 1.97 -1.49 1.83  0.2893
16 H -0.29 2.39 -0.80  0.3803
17 H 1.14 2.72 0.56  0.3032
18 H -0.59 2.77 1.01  0.3676
19 H -2.49 -1.94 0.47  0.2709
20 H -2.10 -1.66 -1.02  0.2584

Properties
- HOMO-LUMO gap (eV) = 8.956
- HOMO (eV) = -13.45
- total charge = +1

## 2
Molecular formula: C5H13NP
Method: DFT, ωB97M-V/def2-TZVPD

Last column: Mulliken charge in e.
Geometry (Å):
1 C 2.10 -0.35 -0.10  0.9750
2 C 2.78 0.80 0.16  -0.8133
3 C 2.45 -1.66 -0.64  -1.1542
4 C -3.28 0.33 0.17  -1.3666
5 C -1.90 0.39 -0.39  0.2090
6 N -0.93 1.17 0.37  -0.4717
7 P -0.85 -1.07 0.17  0.0950
8 H 0.92 -0.40 0.12  -0.2901
9 H 3.84 0.79 -0.17  0.2762
10 H 3.13 -1.53 -1.45  0.3747
11 H 3.02 -2.31 0.25  0.2517
12 H 1.54 -2.10 -0.86  0.4261
13 H -3.57 -0.70 0.41  0.3667
14 H -3.18 0.69 1.11  0.5152
15 H -3.99 0.96 -0.35  0.3287
16 H -1.79 0.68 -1.44  0.4406
17 H -0.11 1.48 -0.13  0.2588
18 H 2.36 1.78 0.37  0.2691
19 H -1.28 1.83 1.04  0.2048
20 H -1.26 -0.78 1.36  0.1042

Properties
- HOMO-LUMO gap (eV) = 7.209
- HOMO (eV) = -13.38
- total charge = +1

## 3
Molecular formula: C5H13NP
Method: DFT, ωB97M-V/def2-TZVPD

Last column: Mulliken charge in e.
Geometry (Å):
1 C -1.24 0.39 0.38  0.1004
2 C -1.05 -1.18 0.30  -0.6800
3 C -2.29 0.93 -0.56  -1.3239
4 C 2.62 0.08 -0.17  -1.2370
5 C 1.11 -0.17 -0.50  -0.5634
6 N 0.50 -1.20 0.27  0.0371
7 P 0.38 1.62 0.04  0.1390
8 H -1.70 0.61 1.37  0.3709
9 H -1.48 -1.41 -0.62  0.3673
10 H -3.36 0.57 -0.15  0.3265
11 H -2.22 2.07 -0.58  0.3794
12 H -2.32 0.48 -1.51  0.3689
13 H 2.91 0.83 -0.96  0.3315
14 H 2.52 0.50 0.78  0.4354
15 H 3.43 -0.67 -0.04  0.3619
16 H 1.13 -0.32 -1.59  0.4099
17 H 0.90 -2.03 -0.16  0.3641
18 H -1.45 -1.72 1.14  0.3359
19 H 0.84 -1.08 1.19  0.4128
20 H 0.77 1.70 1.37  0.0634

Properties
- HOMO-LUMO gap (eV) = 10.529
- HOMO (eV) = -13.95
- total charge = +1
- SMILES = C[C@H]1C[NH2+][C@H](C)P1

Structures ranked by computed energy, the most stable listed first: 3, 1, 2.

## 1
Molecular formula: C2H6P2
Method: DFT, ωB97M-V/def2-TZVPD

Last column: Mulliken charge in e.
Geometry (Å):
1 C 0.84 0.21 0.67  -0.6275
2 C -0.12 0.22 -0.41  -0.1571
3 P 1.17 -1.02 -0.56  -0.1227
4 P -1.85 -0.68 -0.35  -0.0482
5 H 1.52 1.04 0.71  0.2477
6 H 0.69 -0.07 1.72  0.2585
7 H -0.16 1.02 -1.21  0.3614
8 H 2.17 -0.23 -1.48  0.0226
9 H -2.29 0.62 -0.09  0.0380
10 H -1.97 -1.10 0.99  0.0273

Properties
- HOMO-LUMO gap (eV) = 10.340
- HOMO (eV) = -9.42
- SMILES = P[C@H]1CP1

## 2
Molecular formula: C2H6P2
Method: DFT, ωB97M-V/def2-TZVPD

Last column: Mulliken charge in e.
Geometry (Å):
1 C 0.59 -0.70 -0.65  -0.6416
2 C -0.29 -0.10 0.38  -0.1953
3 P 1.36 0.85 -0.06  0.0047
4 P -1.87 0.40 -0.09  -0.1611
5 H 1.29 -1.50 -0.33  0.2597
6 H 0.28 -0.58 -1.66  0.3136
7 H -0.35 -0.54 1.31  0.3839
8 H 2.08 0.27 0.94  -0.0079
9 H -1.74 1.56 -1.05  0.0344
10 H -1.99 1.12 1.05  0.0097

Properties
- HOMO-LUMO gap (eV) = 9.548
- HOMO (eV) = -8.52
- SMILES = P[C@H]1CP1

## 3
Molecular formula: C2H6P2
Method: DFT, ωB97M-V/def2-TZVPD

Last column: Mulliken charge in e.
Geometry (Å):
1 C 0.53 0.76 -0.28  -0.5438
2 C 0.32 -0.55 0.38  -0.3245
3 P -1.12 1.32 0.48  -0.0005
4 P -0.70 -1.74 -0.39  -0.1865
5 H 1.16 1.47 0.17  0.3008
6 H 0.47 0.97 -1.35  0.3161
7 H 0.66 -0.62 1.44  0.3520
8 H -0.56 1.39 1.79  0.0046
9 H -1.43 -2.18 0.81  0.0467
10 H 0.20 -2.95 -0.28  0.0351

Properties
- HOMO-LUMO gap (eV) = 7.917
- HOMO (eV) = -8.20

Structures ranked by computed energy, the most stable listed first: 2, 1, 3.

## 1
Molecular formula: H3IN2
Method: DFT, ωB97M-V/def2-TZVPD

Last column: Mulliken charge in e.
Geometry (Å):
1 N 0.14 0.19 -0.20  -0.0350
2 N -0.37 -0.95 -0.58  -0.4816
3 I -2.70 -0.11 -1.92  -0.2054
4 H 0.83 0.60 -0.76  0.2285
5 H 0.00 0.47 0.79  0.2394
6 H -0.73 -1.49 0.31  0.2541

Properties
- HOMO-LUMO gap (alpha / beta) (eV) = 8.769 / 6.760
- HOMO (alpha / beta) (eV) = -8.97 / -8.46

## 2
Molecular formula: H3IN2
Method: DFT, ωB97M-V/def2-TZVPD

Last column: Mulliken charge in e.
Geometry (Å):
1 N -1.37 0.27 -0.37  -0.4325
2 N 1.57 -0.18 0.91  -0.5523
3 I 1.94 1.45 1.91  0.2997
4 H -1.68 -0.69 -0.34  0.2171
5 H -0.60 0.36 0.30  0.1926
6 H 1.80 -0.02 -0.07  0.2754

Properties
- HOMO-LUMO gap (alpha / beta) (eV) = 4.468 / 4.457
- HOMO (alpha / beta) (eV) = -8.16 / -8.15

## 3
Molecular formula: H3IN2
Method: DFT, ωB97M-V/def2-TZVPD

Last column: Mulliken charge in e.
Geometry (Å):
1 N -0.66 0.52 -0.22  -0.2980
2 N 0.13 0.00 0.74  -0.3196
3 I 1.96 -0.22 -0.15  0.0723
4 H -1.50 0.89 0.17  0.2438
5 H -0.17 1.21 -0.84  0.2915
6 H 0.25 -2.41 0.31  0.0099

Properties
- HOMO-LUMO gap (alpha / beta) (eV) = 7.945 / 9.329
- HOMO (alpha / beta) (eV) = -8.38 / -9.28

Structures ranked by computed energy, the most stable listed first: 1, 3, 2.

## 1
Molecular formula: C4H12S2
Method: DFT, ωB97M-V/def2-TZVPD

Last column: Mulliken charge in e.
Geometry (Å):
1 S 0.90 2.17 0.82  -0.0320
2 C 0.18 3.74 1.58  -0.8145
3 C -0.34 1.00 1.45  -0.8588
4 H -0.92 3.72 1.49  0.2638
5 H 0.57 4.61 1.03  0.3034
6 H 0.44 3.84 2.65  0.2705
7 H -1.25 1.09 0.83  0.3116
8 H -0.59 1.23 2.50  0.3615
9 H 0.03 -0.04 1.39  0.2139
10 S -0.82 -2.08 -2.17  -0.0914
11 C 0.16 -3.63 -2.12  -0.7948
12 C -0.02 -1.09 -0.96  -0.8015
13 H 1.23 -3.41 -1.99  0.2460
14 H 0.03 -4.16 -3.08  0.3089
15 H -0.16 -4.30 -1.30  0.2600
16 H 1.00 -0.90 -1.33  0.3332
17 H 0.06 -1.65 -0.01  0.3040
18 H -0.51 -0.12 -0.76  0.2163

Properties
- HOMO-LUMO gap (eV) = 9.366
- HOMO (eV) = -8.40
- SMILES = CSC.CSC

## 2
Molecular formula: C4H12S2
Method: DFT, ωB97M-V/def2-TZVPD

Last column: Mulliken charge in e.
Geometry (Å):
1 C 0.85 0.59 2.91  -0.7685
2 S 2.43 1.19 2.26  -0.0891
3 S 1.98 1.31 0.25  -0.1983
4 H 0.01 1.18 2.56  0.2646
5 H 0.72 -0.44 2.59  0.2614
6 H 0.85 0.61 3.99  0.3280
7 H 2.44 0.11 -0.16  0.1676
8 C -0.49 0.70 -1.79  -1.2059
9 C -1.16 -0.24 -0.79  0.3280
10 C -0.95 -1.70 -1.19  -1.1253
11 H -1.08 0.77 -2.71  0.3979
12 H -0.42 1.72 -1.42  0.2867
13 H 0.53 0.36 -1.96  0.2373
14 H -0.78 -0.03 0.21  -0.1030
15 H -2.23 -0.03 -0.76  0.2731
16 H -1.31 -2.37 -0.41  0.3315
17 H 0.09 -1.83 -1.47  0.2915
18 H -1.48 -1.91 -2.12  0.3225

Properties
- HOMO-LUMO gap (eV) = 9.858
- HOMO (eV) = -9.15
- SMILES = CCC.CSS

Structures ranked by computed energy, the most stable listed first: 2, 1.